208
Properties=species:S:1:pos:R:3:mulliken_charge:R:1 method="wB97M-V/def2-TZVPD" homo_ev=-9.31 gap_ha=0.3485 energy_ha=-7244.59704 mol_weight_g_mol=1601.648 spin_multiplicity=1 smiles="CCOC(=O)C(F)(F)F.CCOC(=O)C(F)(F)F.CCOC(=O)C(F)(F)F.CCOC(=O)C(F)(F)F.CCOS(C)(=O)=O.CCOS(C)(=O)=O.CCOS(C)(=O)=O.CCOS(C)(=O)=O.COCCOCCOC.COCCOCCOC.COCCOCCOC.COCCOCCOC" charge=0
C -1.608 -7.314 -4.541 -1.39
C -1.629 -5.853 -4.146 0.47
O -2.972 -5.375 -4.207 -0.40
C -3.198 -4.390 -3.353 0.39
O -2.351 -3.706 -2.811 -0.03
C -4.781 -4.187 -3.076 0.69
F -5.570 -4.530 -4.062 -0.25
F -5.135 -4.982 -1.996 -0.27
F -4.923 -2.879 -2.747 -0.18
H -2.601 -7.666 -4.202 0.29
H -0.836 -7.796 -3.969 0.31
H -1.384 -7.452 -5.588 0.40
H -1.007 -5.188 -4.731 0.51
H -1.348 -5.862 -3.068 -0.30
C -0.148 5.205 1.050 -0.97
C 0.293 4.240 2.131 1.10
O 1.359 4.886 2.899 -0.24
C 1.551 4.554 4.121 0.43
O 0.933 3.873 4.872 -0.54
C 2.766 5.439 4.563 0.82
F 3.769 4.722 5.148 -0.25
F 3.236 6.175 3.520 -0.18
F 2.309 6.309 5.516 -0.28
H -0.400 6.176 1.493 0.49
H -1.116 4.878 0.705 0.15
H 0.600 5.298 0.267 -0.15
H 0.792 3.337 1.752 -0.68
H -0.559 3.993 2.803 0.04
C 1.474 -4.251 -3.473 0.01
C 2.234 -2.868 -3.476 -0.42
O 3.541 -3.056 -2.841 0.07
C 4.398 -3.690 -3.620 0.24
O 4.183 -4.127 -4.715 -0.54
C 5.790 -3.702 -2.891 0.82
F 5.859 -2.939 -1.827 -0.13
F 6.019 -5.029 -2.414 -0.34
F 6.758 -3.542 -3.772 -0.25
H 1.739 -4.895 -2.598 0.36
H 1.829 -4.849 -4.408 0.49
H 0.425 -4.124 -3.619 -0.84
H 1.816 -2.045 -2.921 -0.10
H 2.370 -2.549 -4.523 0.65
C -7.716 -0.508 4.577 -0.89
C -7.025 -1.818 4.474 -0.36
O -6.538 -1.882 3.082 -0.17
C -5.637 -2.743 2.776 0.27
O -5.070 -3.588 3.459 -0.63
C -5.336 -2.634 1.221 0.85
F -4.070 -2.101 1.068 -0.15
F -5.325 -3.794 0.559 -0.10
F -6.187 -1.774 0.572 -0.28
H -8.545 -0.301 3.894 0.29
H -7.011 0.284 4.351 0.06
H -8.077 -0.243 5.555 0.45
H -7.666 -2.624 4.621 0.47
H -6.172 -1.922 5.167 0.30
C -0.248 -4.714 -0.331 0.12
C -1.704 -4.830 0.123 -0.04
O -2.418 -5.633 -0.837 -0.20
S -2.804 -7.150 -0.596 1.32
C -4.237 -7.067 0.433 -0.99
O -3.239 -7.533 -1.911 -0.61
O -1.738 -7.810 0.158 -0.70
H 0.396 -4.075 0.410 -0.57
H -0.087 -4.270 -1.330 -0.65
H 0.233 -5.671 -0.318 0.78
H -1.761 -5.175 1.117 0.91
H -2.243 -3.878 -0.037 -0.43
H -4.425 -8.098 0.772 0.47
H -5.120 -6.754 -0.206 0.22
H -4.134 -6.489 1.311 0.34
C -0.088 2.720 -3.311 -0.65
C 0.238 1.301 -3.592 -0.02
O -0.741 0.940 -4.677 -0.32
S -0.427 -0.109 -5.784 1.33
C -0.955 -1.674 -4.989 -0.35
O -1.368 0.194 -6.806 -0.66
O 0.983 -0.179 -6.065 -0.67
H -1.119 2.912 -2.968 -0.43
H 0.022 3.186 -4.260 0.79
H 0.520 3.124 -2.481 -0.48
H 1.224 1.148 -3.922 0.86
H 0.035 0.588 -2.779 -0.12
H -2.031 -1.778 -5.090 0.44
H -0.618 -1.654 -3.997 -0.58
H -0.368 -2.448 -5.482 0.48
C 5.282 7.366 0.458 -1.10
C 5.247 6.571 -0.874 -0.30
O 4.951 5.161 -0.467 -0.13
S 3.472 4.570 -0.708 0.96
C 3.692 3.796 -2.327 -0.53
O 3.337 3.472 0.200 -0.24
O 2.567 5.673 -0.832 -0.90
H 4.324 7.475 0.821 0.32
H 5.680 8.413 0.417 0.39
H 5.899 6.880 1.220 0.26
H 4.545 6.930 -1.656 0.36
H 6.271 6.469 -1.261 0.28
H 4.196 2.854 -2.314 -0.08
H 4.261 4.556 -2.889 0.47
H 2.662 3.593 -2.686 0.14
C -1.345 -1.210 -1.028 1.02
C -0.457 -0.657 0.050 0.70
O 0.838 -0.411 -0.542 0.15
S 1.508 0.965 -0.199 0.29
C 1.988 0.821 1.454 -0.01
O 2.740 0.922 -0.992 -0.47
O 0.476 1.946 -0.434 0.46
H -1.469 -0.419 -1.810 -1.20
H -2.274 -1.532 -0.584 -0.17
H -0.866 -2.052 -1.491 -0.44
H -0.947 0.213 0.463 0.33
H -0.293 -1.429 0.783 -0.02
H 1.155 0.879 2.172 -0.68
H 2.783 1.534 1.677 0.49
H 2.575 -0.132 1.455 0.01
C 3.794 -0.113 5.971 -0.69
O 2.499 0.324 6.325 -0.56
C 1.743 0.651 5.192 -0.28
C 1.016 -0.556 4.560 -0.12
O 1.854 -1.291 3.613 0.22
C 1.599 -2.677 3.584 -0.78
C 2.658 -3.228 2.611 -0.73
O 2.647 -2.558 1.365 0.19
C 3.355 -3.363 0.470 -0.72
H 4.415 -0.029 6.864 0.34
H 4.265 0.464 5.194 0.28
H 3.886 -1.128 5.702 0.20
H 2.358 1.178 4.503 0.18
H 1.114 1.449 5.597 0.33
H 0.175 -0.117 3.994 -0.49
H 0.587 -1.256 5.295 0.67
H 0.558 -2.868 3.231 0.17
H 1.747 -3.104 4.527 0.58
H 2.416 -4.263 2.399 0.45
H 3.594 -3.195 3.133 0.39
H 3.135 -4.396 0.639 0.62
H 4.433 -3.184 0.610 0.22
H 3.075 -3.029 -0.597 -0.25
C 6.657 0.158 -2.791 -0.66
O 6.975 0.779 -1.569 -0.47
C 6.203 0.337 -0.465 0.54
C 6.335 1.170 0.709 -0.10
O 7.604 1.269 1.360 -0.32
C 7.846 2.435 2.083 -0.07
C 8.925 2.135 3.066 -0.87
O 8.668 1.140 4.119 -0.38
C 8.745 -0.192 3.622 -0.60
H 7.224 0.729 -3.550 0.35
H 5.614 0.250 -3.133 0.17
H 7.003 -0.864 -2.885 0.26
H 6.404 -0.715 -0.194 0.27
H 5.150 0.358 -0.765 -0.30
H 5.725 0.643 1.455 0.17
H 5.874 2.238 0.518 0.12
H 6.905 2.818 2.505 0.31
H 8.271 3.197 1.403 0.20
H 9.164 3.008 3.629 0.42
H 9.886 1.980 2.577 0.38
H 9.688 -0.322 3.203 0.34
H 8.020 -0.432 2.856 0.14
H 8.704 -0.892 4.476 0.26
C -2.064 2.007 4.550 -1.00
O -2.208 1.980 3.177 0.29
C -2.880 0.746 2.748 0.14
C -4.272 0.596 3.278 0.04
O -5.107 1.751 3.210 -0.50
C -5.661 1.877 1.948 1.28
C -6.519 3.190 1.908 -1.14
O -5.869 4.475 1.782 -0.33
C -5.576 5.160 3.045 -0.57
H -1.367 2.848 4.746 0.27
H -1.558 1.144 4.947 0.32
H -2.962 2.228 5.110 0.26
H -2.205 -0.083 3.132 0.30
H -2.769 0.758 1.676 -0.96
H -4.183 0.259 4.313 0.72
H -4.670 -0.232 2.755 -0.32
H -6.417 1.092 1.821 0.29
H -4.874 1.867 1.226 -0.81
H -7.246 3.244 2.724 0.40
H -7.074 2.985 0.980 0.42
H -5.018 6.076 2.817 0.26
H -4.861 4.574 3.732 0.12
H -6.508 5.354 3.548 0.34
C -5.063 0.656 -7.454 -0.78
O -5.426 1.038 -6.144 -0.31
C -4.436 1.973 -5.576 0.40
C -5.189 2.636 -4.471 -0.65
O -5.095 1.801 -3.276 -0.47
C -3.849 1.934 -2.625 -0.05
C -4.045 1.392 -1.230 -0.56
O -2.959 1.628 -0.345 0.61
C -2.559 2.944 -0.121 -1.49
H -5.421 1.376 -8.222 0.27
H -5.583 -0.294 -7.575 0.28
H -4.052 0.411 -7.609 0.31
H -4.224 2.733 -6.376 0.35
H -3.449 1.519 -5.374 -0.24
H -6.251 2.711 -4.695 0.38
H -4.872 3.676 -4.262 0.37
H -3.490 2.946 -2.673 0.71
H -3.029 1.366 -3.240 -0.48
H -3.970 0.352 -1.408 -0.01
H -5.011 1.640 -0.768 0.21
H -1.778 2.882 0.645 -0.40
H -3.376 3.480 0.405 0.58
H -2.195 3.432 -1.040 0.74

---

184
Properties=species:S:1:pos:R:3:mulliken_charge:R:1 method="wB97M-V/def2-TZVPD" homo_ev=-7.68 gap_ha=0.2934 energy_ha=-3172.26139 mol_weight_g_mol=989.516 spin_multiplicity=1 smiles=CC1(C)CCCC(C)(C)N1O.CC1(C)CCCC(C)(C)N1O.CC1(C)CCCC(C)(C)N1O.CC1(C)CCCC(C)(C)N1O.COCCOC.COCCOC.COCCOC.COCCOC charge=0 relative_energy_kcal_mol=94.4
C -6.506 -6.731 1.949 -1.75
C -5.436 -5.940 1.238 1.65
C -4.222 -6.878 1.080 -1.88
C -6.040 -5.563 -0.165 -1.13
C -5.259 -4.510 -0.900 -0.66
C -4.962 -3.277 0.015 -1.18
C -4.324 -3.606 1.430 1.47
C -2.815 -3.831 1.163 -1.67
C -4.445 -2.315 2.311 -1.88
N -5.097 -4.728 2.044 0.17
O -4.596 -5.064 3.256 -0.49
H -6.481 -7.808 1.783 0.35
H -6.367 -6.693 3.030 0.39
H -7.552 -6.447 1.834 0.35
H -3.793 -7.076 2.063 0.37
H -4.545 -7.859 0.733 0.53
H -3.471 -6.591 0.344 0.31
H -6.028 -6.397 -0.867 0.39
H -7.021 -5.094 -0.083 0.40
H -4.312 -4.985 -1.156 0.30
H -5.708 -4.198 -1.843 0.41
H -5.907 -2.754 0.161 0.37
H -4.389 -2.567 -0.580 0.47
H -2.574 -4.754 0.636 0.23
H -2.258 -3.942 2.093 0.38
H -2.385 -2.999 0.604 0.49
H -3.973 -2.471 3.281 0.41
H -5.502 -2.169 2.537 0.45
H -3.929 -1.449 1.895 0.37
H -5.343 -4.949 3.849 0.37
C -6.699 8.831 6.244 -1.67
C -7.154 7.458 6.897 1.28
C -6.719 7.493 8.382 -1.78
C -8.752 7.313 6.904 -1.25
C -9.319 6.875 5.552 -0.67
C -8.635 5.604 5.094 -1.29
C -7.111 5.628 4.972 1.45
C -6.607 4.182 4.969 -1.91
C -6.702 6.304 3.644 -1.60
N -6.541 6.308 6.181 0.30
O -5.194 6.094 6.458 -0.43
H -5.617 8.864 6.114 0.40
H -7.191 8.876 5.273 0.39
H -7.049 9.633 6.894 0.44
H -7.510 7.819 9.057 0.38
H -6.469 6.520 8.807 0.43
H -5.780 8.041 8.468 0.36
H -8.993 6.648 7.733 0.47
H -9.119 8.326 7.072 0.40
H -10.371 6.635 5.711 0.33
H -9.101 7.741 4.927 0.35
H -9.013 5.258 4.132 0.47
H -8.971 4.775 5.718 0.43
H -6.968 3.602 4.120 0.39
H -6.934 3.659 5.868 0.45
H -5.526 4.171 4.827 0.38
H -7.175 5.828 2.785 0.40
H -5.628 6.356 3.465 0.41
H -7.052 7.336 3.645 0.32
H -4.768 6.731 5.880 0.34
C 1.697 -0.833 -8.705 -1.86
C 2.828 0.205 -8.908 1.31
C 3.382 0.030 -10.346 -1.61
C 2.137 1.590 -8.672 -0.89
C 3.156 2.599 -8.318 -0.84
C 4.096 2.245 -7.118 -1.07
C 4.851 0.906 -7.397 1.30
C 6.055 1.079 -8.343 -1.61
C 5.226 0.556 -5.929 -1.81
N 3.857 -0.140 -7.851 0.38
O 4.320 -1.381 -8.062 -0.52
H 1.169 -0.610 -7.778 0.34
H 0.961 -0.676 -9.494 0.39
H 2.080 -1.853 -8.697 0.44
H 3.911 -0.861 -10.685 0.36
H 2.735 0.429 -11.128 0.43
H 4.167 0.774 -10.481 0.36
H 1.665 1.985 -9.572 0.40
H 1.391 1.606 -7.877 0.33
H 3.846 2.766 -9.146 0.31
H 2.749 3.594 -8.141 0.42
H 3.617 2.235 -6.139 0.39
H 4.778 3.096 -7.110 0.39
H 6.808 1.711 -7.873 0.44
H 5.703 1.639 -9.209 0.35
H 6.575 0.155 -8.598 0.30
H 4.336 0.596 -5.301 0.40
H 5.848 1.312 -5.453 0.38
H 5.697 -0.427 -5.942 0.42
H 3.887 -1.901 -7.381 0.37
C 6.625 0.416 3.660 -2.11
C 5.226 -0.167 3.625 1.82
C 4.719 -0.064 2.200 -1.83
C 5.313 -1.661 4.135 -1.25
C 3.980 -2.328 4.483 -0.70
C 3.212 -1.375 5.515 -1.20
C 3.152 0.157 5.090 1.43
C 2.023 0.350 4.016 -1.58
C 2.705 0.880 6.376 -1.94
N 4.506 0.605 4.623 0.29
O 4.544 2.021 4.353 -0.48
H 7.193 -0.166 2.935 0.44
H 6.620 1.450 3.316 0.46
H 7.046 0.236 4.650 0.46
H 5.481 -0.348 1.474 0.43
H 3.921 -0.777 1.992 0.32
H 4.371 0.931 1.922 0.34
H 5.745 -2.320 3.381 0.40
H 6.045 -1.761 4.936 0.43
H 3.372 -2.466 3.588 0.29
H 4.077 -3.355 4.837 0.45
H 3.751 -1.529 6.450 0.35
H 2.170 -1.642 5.687 0.50
H 2.187 -0.196 3.087 0.29
H 2.009 1.380 3.660 0.36
H 1.040 0.051 4.379 0.43
H 1.728 0.613 6.778 0.38
H 2.575 1.936 6.139 0.45
H 3.449 0.902 7.173 0.42
H 5.099 2.289 5.088 0.36
C -1.975 9.041 0.371 -0.75
O -2.669 9.305 1.644 -0.34
C -1.848 9.734 2.666 -0.67
C -0.806 8.681 3.090 -0.46
O -1.447 7.594 3.842 -0.19
C -0.500 6.646 4.207 -0.81
H -1.426 8.100 0.339 0.25
H -1.277 9.855 0.173 0.35
H -2.740 9.055 -0.404 0.25
H -2.441 10.162 3.474 0.36
H -1.342 10.634 2.318 0.41
H -0.068 9.180 3.718 0.37
H -0.179 8.334 2.269 0.37
H -0.982 5.739 4.573 0.24
H 0.102 6.980 5.052 0.32
H 0.083 6.281 3.361 0.32
C 8.594 -4.906 -0.789 -0.58
O 8.847 -6.267 -0.310 -0.38
C 10.117 -6.734 -0.632 -0.56
C 11.355 -5.941 -0.065 -0.51
O 11.700 -4.638 -0.603 -0.32
C 12.697 -3.948 0.108 -0.74
H 9.154 -4.217 -0.155 0.22
H 7.513 -4.847 -0.663 0.23
H 8.963 -4.755 -1.804 0.30
H 10.179 -6.912 -1.706 0.36
H 10.207 -7.745 -0.236 0.34
H 12.190 -6.641 -0.088 0.42
H 11.238 -5.754 1.003 0.36
H 13.724 -4.144 -0.202 0.27
H 12.539 -3.955 1.186 0.34
H 12.468 -2.908 -0.122 0.25
C -1.026 2.529 -0.940 -0.80
O -0.930 1.144 -1.398 -0.25
C -0.240 0.975 -2.642 -0.61
C 0.158 -0.465 -2.893 -0.43
O 0.943 -0.994 -1.854 -0.22
C 1.296 -2.331 -2.091 -0.73
H -0.062 2.933 -0.632 0.32
H -1.536 2.602 0.021 0.26
H -1.482 3.171 -1.694 0.30
H 0.631 1.628 -2.705 0.36
H -0.989 1.310 -3.360 0.36
H 0.691 -0.481 -3.844 0.29
H -0.722 -1.104 -2.967 0.33
H 0.484 -2.990 -2.401 0.29
H 1.770 -2.580 -1.142 0.22
H 2.070 -2.292 -2.858 0.31
C -0.757 -8.657 -4.110 -0.57
O -0.102 -7.520 -4.696 -0.34
C -0.124 -7.398 -6.155 -0.56
C -1.569 -7.094 -6.676 -0.45
O -2.408 -8.256 -6.656 -0.30
C -3.768 -8.111 -7.052 -0.78
H -0.558 -8.607 -3.039 0.22
H -0.310 -9.548 -4.550 0.28
H -1.829 -8.680 -4.307 0.22
H 0.380 -8.198 -6.696 0.35
H 0.493 -6.534 -6.399 0.31
H -1.351 -6.816 -7.707 0.38
H -2.031 -6.243 -6.176 0.34
H -4.348 -7.613 -6.275 0.31
H -4.336 -9.030 -7.195 0.27
H -3.916 -7.504 -7.945 0.31